Here is 7 unconnected molecules or ions with the total composition H15NO6 from the OMol25 dataset. Energies are from wB97M-V/def2-TZVPD.

Values from the calculation:
- Energy relative to the best compared isomer or geometry (same formula, charge and spin): 1.2540 eV
- Lowest unoccupied orbital energy: 0.38 eV
- DFT total energy: -14018.5822 eV
- Structure (SMILES): N.O.O.O.O.O.O
- Orbital gap: 10.6 eV

XYZ file:
```
22
Properties=species:S:1:pos:R:3:forces:R:3:lowdin_charge:R:1
N 0.305 1.553 -3.209 0.48 -0.23 0.64 0.027
H -0.568 1.093 -3.406 -0.07 0.23 -0.24 0.014
H 0.207 2.207 -2.447 -0.23 0.08 -0.08 0.005
H 0.724 2.019 -3.998 -0.24 -0.09 -0.18 0.012
H 1.539 0.048 -1.525 0.00 -0.04 -0.36 0.017
H 2.859 -0.366 -0.872 -0.17 -0.02 -0.25 0.053
O 2.310 -0.522 -1.656 0.33 0.00 0.54 -0.068
H -2.082 -3.308 0.464 -0.51 0.23 0.06 0.052
H -0.675 -2.879 0.462 -0.05 0.49 -0.02 0.061
O -1.566 -2.500 0.559 0.77 -0.71 -0.06 -0.049
H -2.200 2.241 2.566 -0.70 0.14 -0.18 0.004
H -1.555 2.619 3.803 0.08 0.28 0.65 0.036
O -2.444 2.579 3.439 0.63 -0.38 -0.53 -0.048
H -0.236 1.866 1.386 0.10 -0.37 -0.36 -0.020
H 0.939 2.665 0.806 0.02 0.23 -0.08 0.026
O 0.718 1.988 1.445 0.24 0.14 0.28 -0.067
H -1.682 0.255 2.057 -0.25 0.65 -0.12 0.052
H -1.298 -0.573 0.975 -0.11 0.52 -0.94 0.025
O -1.502 0.379 1.107 -0.12 -1.23 1.19 -0.074
H 2.379 -2.558 -1.702 -0.50 -0.16 0.44 -0.003
H 2.365 -3.827 -2.460 -0.17 -0.39 0.17 0.031
O 2.106 -3.493 -1.592 0.49 0.63 -0.58 -0.087
```
Forces are in eV/Å.


Here is a molecular structure, C4H24AlB4O2S from the OMol25 dataset. Energies are from wB97M-V/def2-TZVPD.

Values from the calculation:
- Energy relative to the best compared isomer or geometry (same formula, charge and spin): 5.6005 eV
- Lowest unoccupied orbital energy: -2.46 eV
- DFT total energy: -28753.4727 eV
- Charge: -1
- Orbital gap: 4.2 eV

XYZ file:
```
36
Properties=species:S:1:pos:R:3:forces:R:3:lowdin_charge:R:1
Al -1.843 0.688 -0.128 0.05 -1.05 2.40 1.342
B -0.843 -0.020 2.888 1.62 0.03 -0.19 -0.335
H -1.810 0.161 2.446 -5.22 0.53 -1.89 -0.079
H -0.922 -1.025 3.272 -0.52 -4.39 0.56 -0.042
H -0.117 0.065 2.093 3.66 0.24 -2.71 -0.088
H -0.722 0.588 3.771 0.41 3.30 2.59 -0.037
B -4.703 -0.346 0.878 -1.66 1.77 2.04 -0.315
H -4.106 -0.709 0.056 4.11 -1.96 -4.60 -0.037
H -3.933 0.078 1.504 2.92 1.69 2.63 -0.105
H -5.375 0.384 0.455 -2.34 2.86 -1.52 -0.050
H -5.246 -1.193 1.268 -1.59 -3.52 1.11 -0.040
B -0.435 -1.078 -2.189 -1.27 0.27 0.63 -0.425
H -0.261 -1.250 -1.138 0.87 -1.15 4.65 -0.085
H -0.395 -0.004 -2.282 0.57 5.00 -0.98 -0.088
H 0.211 -1.671 -2.818 2.78 -1.81 -2.33 -0.030
H -1.471 -1.321 -2.371 -4.07 -1.25 -0.87 -0.074
B -2.670 3.097 1.878 -0.90 -0.17 -0.42 -0.294
H -2.796 2.043 2.070 -0.99 -4.30 1.43 -0.073
H -1.846 3.327 2.535 4.03 0.32 1.93 0.004
H -2.377 3.323 0.865 1.90 1.83 -4.64 -0.066
H -3.564 3.660 2.098 -3.82 1.52 0.15 -0.032
C 3.368 -1.909 -1.122 -0.74 0.58 -0.76 -0.184
C 3.853 -0.850 -2.235 -0.33 0.35 1.18 -0.146
C 2.970 0.517 -2.029 -0.15 -2.18 -0.16 -0.189
S 2.449 0.658 -0.281 4.01 -0.39 0.57 0.743
O 1.049 1.018 -0.145 0.57 0.56 -0.03 -0.404
O 3.577 1.381 0.437 -3.21 -1.48 -1.46 -0.381
C 2.632 -1.180 0.046 -0.51 0.57 -0.85 -0.182
H 4.016 -2.704 -0.752 1.30 0.98 0.22 0.096
H 2.731 -2.634 -1.629 -1.09 0.68 -0.07 0.094
H 3.665 -1.173 -3.259 -0.61 -0.27 0.18 0.089
H 4.943 -0.844 -2.246 0.06 1.04 0.57 0.086
H 2.024 0.205 -2.471 -0.24 0.16 -0.20 0.060
H 3.262 1.442 -2.526 0.41 -0.10 0.49 0.097
H 1.589 -1.498 0.030 0.05 -0.06 0.52 0.074
H 3.097 -1.224 1.031 -0.07 -0.19 -0.16 0.098
```
Forces are in eV/Å.


What did the second record say?
Here is a molecular structure, C4H24AlB4O2S from the OMol25 dataset. Energies are from wB97M-V/def2-TZVPD.

Values from the calculation:
- Energy relative to the best compared isomer or geometry (same formula, charge and spin): 5.6005 eV
- Lowest unoccupied orbital energy: -2.46 eV
- DFT total energy: -28753.4727 eV
- Charge: -1
- Orbital gap: 4.2 eV

XYZ file:
```
36
Properties=species:S:1:pos:R:3:forces:R:3:lowdin_charge:R:1
Al -1.843 0.688 -0.128 0.05 -1.05 2.40 1.342
B -0.843 -0.020 2.888 1.62 0.03 -0.19 -0.335
H -1.810 0.161 2.446 -5.22 0.53 -1.89 -0.079
H -0.922 -1.025 3.272 -0.52 -4.39 0.56 -0.042
H -0.117 0.065 2.093 3.66 0.24 -2.71 -0.088
H -0.722 0.588 3.771 0.41 3.30 2.59 -0.037
B -4.703 -0.346 0.878 -1.66 1.77 2.04 -0.315
H -4.106 -0.709 0.056 4.11 -1.96 -4.60 -0.037
H -3.933 0.078 1.504 2.92 1.69 2.63 -0.105
H -5.375 0.384 0.455 -2.34 2.86 -1.52 -0.050
H -5.246 -1.193 1.268 -1.59 -3.52 1.11 -0.040
B -0.435 -1.078 -2.189 -1.27 0.27 0.63 -0.425
H -0.261 -1.250 -1.138 0.87 -1.15 4.65 -0.085
H -0.395 -0.004 -2.282 0.57 5.00 -0.98 -0.088
H 0.211 -1.671 -2.818 2.78 -1.81 -2.33 -0.030
H -1.471 -1.321 -2.371 -4.07 -1.25 -0.87 -0.074
B -2.670 3.097 1.878 -0.90 -0.17 -0.42 -0.294
H -2.796 2.043 2.070 -0.99 -4.30 1.43 -0.073
H -1.846 3.327 2.535 4.03 0.32 1.93 0.004
H -2.377 3.323 0.865 1.90 1.83 -4.64 -0.066
H -3.564 3.660 2.098 -3.82 1.52 0.15 -0.032
C 3.368 -1.909 -1.122 -0.74 0.58 -0.76 -0.184
C 3.853 -0.850 -2.235 -0.33 0.35 1.18 -0.146
C 2.970 0.517 -2.029 -0.15 -2.18 -0.16 -0.189
S 2.449 0.658 -0.281 4.01 -0.39 0.57 0.743
O 1.049 1.018 -0.145 0.57 0.56 -0.03 -0.404
O 3.577 1.381 0.437 -3.21 -1.48 -1.46 -0.381
C 2.632 -1.180 0.046 -0.51 0.57 -0.85 -0.182
H 4.016 -2.704 -0.752 1.30 0.98 0.22 0.096
H 2.731 -2.634 -1.629 -1.09 0.68 -0.07 0.094
H 3.665 -1.173 -3.259 -0.61 -0.27 0.18 0.089
H 4.943 -0.844 -2.246 0.06 1.04 0.57 0.086
H 2.024 0.205 -2.471 -0.24 0.16 -0.20 0.060
H 3.262 1.442 -2.526 0.41 -0.10 0.49 0.097
H 1.589 -1.498 0.030 0.05 -0.06 0.52 0.074
H 3.097 -1.224 1.031 -0.07 -0.19 -0.16 0.098
```
Forces are in eV/Å.


Question: Which value of DFT total energy does entry 2 give?
Answer: -28753.4727 eV


Question: Among the records above, which one has the highest orbital gap?
Answer: H15NO6


Question: The highest orbital gap belongs to which entry?
Answer: H15NO6